[1]
# C2H5O2

A 2-piece molecular cluster, C2H5O2 overall in a non-equilibrium geometry (ωB97M-V/def2-TZVPD, the OMol25 dataset).

Total charge ... -1
E_tot ... -229.60454 a.u.
Relative energy (zero: lowest compared OMol25 entry of this formula, charge and spin) ... 3.2810 eV

Cartesian coordinates (Å):
1 O -2.14687 -1.48102 -2.11406
2 H -2.86887 -1.22315 -1.52600
3 C -0.04196 -0.12381 0.43671
4 C 1.21420 0.15511 0.80626
5 O 1.68209 1.45021 0.94779
6 H -0.30502 -0.83691 -0.34453
7 H -0.69586 0.72502 0.60090
8 H 1.97275 -0.61322 0.90563
9 H 1.18954 1.94776 0.28732

Force components x, y, z for each atom (eV/Å):
O 0.1 0.1 0.2
H 0.0 0.0 0.0
C 0.9 1.2 -0.3
C -0.5 -0.7 -0.9
O 0.1 -0.2 0.7
H -0.6 -0.8 0.8
H -0.4 0.1 -0.6
H 0.3 0.2 -0.2
H 0.0 0.1 0.2

---

[2]
# C2H5O2

A 2-piece molecular cluster, C2H5O2 overall in a non-equilibrium geometry (ωB97M-V/def2-TZVPD, the OMol25 dataset).

Total charge ... -1
E_tot ... -229.59764 a.u.
Relative energy (zero: lowest compared OMol25 entry of this formula, charge and spin) ... 3.4687 eV

Cartesian coordinates (Å):
1 O 0.13697 2.61888 0.38717
2 H 0.70019 2.44138 -0.37954
3 C -0.27937 -0.13321 0.68530
4 C -0.11438 -0.67002 -0.51063
5 O 0.09726 -2.08427 -0.53646
6 H -0.39730 1.08253 0.84225
7 H -0.46364 -0.84631 1.54646
8 H -0.43114 -0.21930 -1.47508
9 H 1.08057 -1.91581 -0.38780

Force components x, y, z for each atom (eV/Å):
O -0.1 0.2 0.0
H -0.1 0.0 0.2
C -1.4 1.9 1.3
C -2.1 0.0 0.3
O 2.8 0.9 -0.5
H 0.7 -1.8 -0.9
H 0.9 0.7 -0.9
H 0.9 -0.1 0.6
H -1.6 -1.7 -0.2

---

[3]
# C2H5O2

C2H5O2 as an isolated structure in a non-equilibrium geometry (ωB97M-V/def2-TZVPD, the OMol25 dataset).

Spin multiplicity ... 2
E_tot ... -229.53899 a.u.
Relative energy (zero: lowest compared OMol25 entry of this formula, charge and spin) ... 1.7962 eV

Cartesian coordinates (Å):
1 C -0.34009 -0.96481 0.88790
2 O 0.05716 0.35703 0.75403
3 H -1.30789 -1.15057 0.39237
4 H 0.40837 -1.66483 0.48008
5 H -0.45068 -1.14104 1.97215
6 C 0.35559 1.01735 -0.89370
7 O 0.15813 0.23091 -1.86053
8 H 1.40860 1.38534 -0.82072
9 H -0.28920 1.93063 -0.91158

Force components x, y, z for each atom (eV/Å):
C -0.1 -0.3 -0.5
O 1.0 2.6 -2.8
H 0.2 -0.2 0.1
H -0.2 0.0 0.1
H 0.0 0.0 -0.4
C -0.5 -1.0 3.0
O -0.1 -0.3 -0.2
H -0.3 -0.4 0.3
H 0.0 -0.5 0.3

---

[4]
# C2H5O2P

One molecule with the formula C2H5O2P in a non-equilibrium geometry (ωB97M-V/def2-TZVPD, the OMol25 dataset).

SMILES string ... CC(=O)PO
E_tot ... -571.00819 a.u.
Relative energy (zero: lowest compared OMol25 entry of this formula, charge and spin) ... 0.7307 eV

Cartesian coordinates (Å):
1 C 1.43292 -0.05679 -0.32624
2 C 0.13304 0.37087 0.14502
3 O -0.19279 1.01680 1.15893
4 P -1.44270 -0.24387 -0.74411
5 O -2.55100 0.32293 0.30447
6 H 1.74351 0.25321 -1.35152
7 H 1.46527 -1.15746 -0.44353
8 H 2.17044 0.26665 0.34815
9 H -0.69273 -1.53926 -0.14931
10 H -2.06596 0.76692 1.05814

Force components x, y, z for each atom (eV/Å):
C 1.2 -1.0 -1.6
C -4.1 1.5 1.0
O 2.0 -0.9 -1.3
P 1.6 -1.4 0.5
O 0.9 -0.1 0.4
H -0.7 0.4 0.7
H -0.1 0.5 0.5
H 1.2 0.3 0.9
H -1.8 1.2 -0.5
H -0.2 -0.4 -0.6

---

[5]
# C2H5O2S

C2H5O2S as an isolated structure in a non-equilibrium geometry (ωB97M-V/def2-TZVPD, the OMol25 dataset).

Total charge ... -1
E_tot ... -627.84135 a.u.
Relative energy (zero: lowest compared OMol25 entry of this formula, charge and spin) ... 2.7066 eV

Cartesian coordinates (Å):
1 C 0.57717 -0.05402 1.21199
2 C 0.32282 0.58610 -0.12719
3 O -1.57991 0.03052 -2.54197
4 O -0.94628 -2.01626 -1.45649
5 S -1.43974 -0.65992 -1.25318
6 H -0.09881 0.35664 1.91740
7 H 0.34561 -1.09271 1.18792
8 H 1.62983 0.34911 1.62711
9 H 1.29267 0.92615 -0.55798
10 H -0.10337 1.57439 -0.00762

Force components x, y, z for each atom (eV/Å):
C 1.9 2.1 0.4
C 0.0 0.2 -1.2
O -0.2 0.5 0.0
O 0.5 -0.8 0.4
S 1.0 1.4 0.3
H -0.9 0.4 0.9
H 0.8 -1.2 0.2
H -1.9 -1.8 -0.7
H -0.3 -1.0 -0.6
H -0.9 0.3 0.2

---

[6]
# C2H5O3

A 2-piece molecular cluster, C2H5O3 overall in a non-equilibrium geometry (ωB97M-V/def2-TZVPD, the OMol25 dataset).

Total charge ... -1
E_tot ... -305.00089 a.u.
Relative energy (zero: lowest compared OMol25 entry of this formula, charge and spin) ... 0.1801 eV

Cartesian coordinates (Å):
1 O -0.79770 2.52375 0.25298
2 H -1.32660 2.61135 1.07812
3 H -0.59874 1.56235 0.18680
4 O -2.00734 -0.93986 0.10189
5 O 0.00000 0.00000 0.00000
6 C -0.76440 -0.98246 0.24638
7 C -0.10756 -2.17869 0.91703
8 H -0.17447 -1.96344 1.99675
9 H 0.95615 -2.28190 0.64413
10 H -0.61661 -3.13655 0.71704

Force components x, y, z for each atom (eV/Å):
O -0.7 0.8 1.1
H 0.6 -0.2 -1.0
H 0.1 -0.5 -0.2
O 0.4 -0.9 0.2
O 0.4 -0.6 0.1
C -0.8 1.6 -0.2
C 0.2 -0.7 0.2
H 0.1 -0.2 -0.3
H -0.4 0.2 0.1
H 0.0 0.4 0.1

---

[7]
# C2H5O3P

A 2-piece molecular cluster, C2H5O3P overall in a non-equilibrium geometry (ωB97M-V/def2-TZVPD, the OMol25 dataset).

SMILES string ... CP(=O)=O.C=O
E_tot ... -646.27419 a.u.
Relative energy (zero: lowest compared OMol25 entry of this formula, charge and spin) ... 1.3058 eV

Cartesian coordinates (Å):
1 C 0.63721 0.37118 -1.55482
2 P 0.41356 1.46470 -0.00407
3 O 1.37779 1.35580 1.10892
4 O -0.83101 2.15501 -0.05957
5 H 0.83254 1.00680 -2.31981
6 H 1.45828 -0.30447 -1.36765
7 H -0.31239 -0.17185 -1.65303
8 C -0.92598 -1.42419 1.46166
9 O -1.87791 -1.71234 0.85471
10 H -0.07264 -0.81186 1.09426
11 H -0.69946 -1.92878 2.43940

Force components x, y, z for each atom (eV/Å):
C -0.7 -0.9 4.1
P 2.3 -2.3 0.0
O -0.5 0.0 -1.3
O -2.0 1.4 -0.2
H 0.4 1.8 -2.5
H 0.2 -0.1 0.0
H 0.3 0.3 -0.1
C 3.0 -0.7 2.0
O -2.5 -0.2 -1.8
H -0.4 0.2 -0.1
H -0.2 0.5 -0.1

---

[8]
# C2H5O3P2

C2H5O3P2 as an isolated structure in a non-equilibrium geometry (ωB97M-V/def2-TZVPD, the OMol25 dataset).

Total charge ... -1
E_tot ... -987.77005 a.u.
Relative energy (zero: lowest compared OMol25 entry of this formula, charge and spin) ... 0.0931 eV

Cartesian coordinates (Å):
1 C 1.56742 0.03866 -0.81285
2 C -0.44554 -0.62057 0.96904
3 O 0.40666 2.20952 0.46113
4 O -3.20695 -0.31167 0.40251
5 O -1.12108 0.83196 -1.08425
6 P -2.00032 -0.87102 -0.28004
7 P 0.05286 0.84417 -0.02369
8 H 1.76445 0.70255 -1.52654
9 H 2.31593 -0.02650 -0.11092
10 H 1.35499 -1.02220 -0.98492
11 H 0.36555 -1.29537 1.06938
12 H -1.05398 -0.47954 1.92115

Force components x, y, z for each atom (eV/Å):
C -3.6 -2.0 2.6
C -2.9 1.9 0.6
O 0.1 -0.6 0.3
O 0.4 -0.2 0.2
O 0.3 -1.6 1.2
P 0.9 0.8 -0.6
P 0.3 -0.4 -0.6
H 1.2 2.0 -3.6
H 1.9 0.5 1.8
H -0.2 0.4 -1.1
H 0.5 -0.9 0.1
H 1.1 0.1 -1.0

---

[9]
# C2H5O3Pm

C2H5O3Pm as an isolated structure in a non-equilibrium geometry (ωB97M-V/def2-TZVPD, the OMol25 dataset).

Total charge ... +3
Spin multiplicity ... 6
E_tot ... -911.73543 a.u.

Cartesian coordinates (Å):
1 H -4.72607 0.70685 -0.61894
2 O -2.88490 0.06822 -0.42678
3 O -1.68255 0.23601 -0.90365
4 C -4.03051 0.06101 -1.17050
5 H -4.06234 -0.91074 -1.66887
6 Pm -0.60681 2.35910 -1.63393
7 O -2.32520 2.71023 -3.34165
8 C -3.53276 2.38646 -3.53916
9 H -3.83291 2.34198 -4.60569
10 H -4.25886 0.86293 -2.30776
11 H -4.25567 2.97342 -2.94195

Force components x, y, z for each atom (eV/Å):
H -0.7 -1.7 0.6
O 1.9 0.5 1.7
O 0.3 1.9 -1.2
C -1.8 3.1 -4.7
H -1.1 -0.4 0.5
Pm -1.8 -1.2 -1.1
O 1.1 -2.0 2.3
C 0.5 4.8 -1.6
H 0.1 -1.7 0.2
H 1.8 -2.0 2.6
H -0.3 -1.3 0.7

---

[10]
# C2H5O4S2

A 2-piece molecular cluster, C2H5O4S2 overall in a non-equilibrium geometry (ωB97M-V/def2-TZVPD, the OMol25 dataset).

Total charge ... -1
E_tot ... -1176.53083 a.u.
Relative energy (zero: lowest compared OMol25 entry of this formula, charge and spin) ... 2.3610 eV

Cartesian coordinates (Å):
1 C -0.67644 1.20138 -0.77768
2 C -1.14426 0.63896 0.53806
3 O 4.89732 -0.52470 -0.23263
4 O 4.92017 -2.92738 0.56795
5 O -3.41167 -0.77074 1.38593
6 O -2.96974 -0.45611 -0.98983
7 S 4.11699 -1.74272 0.10502
8 S -2.40444 -0.83850 0.29069
9 H -0.21559 2.19638 -0.54444
10 H -0.01011 0.49702 -1.19798
11 H -1.58731 1.32185 -1.45149
12 H -1.29395 1.37900 1.35069
13 H -0.22097 0.02556 0.95572

Force components x, y, z for each atom (eV/Å):
C -2.0 1.8 0.3
C 2.0 -2.0 1.9
O -1.9 -2.6 0.7
O -2.3 3.1 -1.2
O 0.3 0.4 0.3
O -1.0 0.5 -2.2
S 4.1 -0.5 0.5
S 1.0 -0.3 1.8
H 0.0 -0.8 -0.8
H 0.9 -0.4 -0.9
H 1.2 0.0 0.6
H -0.7 -0.3 -0.6
H -1.6 1.0 -0.5

---

[11]
# C2H5O5P

A 3-piece molecular cluster, C2H5O5P overall in a non-equilibrium geometry (ωB97M-V/def2-TZVPD, the OMol25 dataset).

Total charge ... -2
E_tot ... -796.84304 a.u.
Relative energy (zero: lowest compared OMol25 entry of this formula, charge and spin) ... 0.0000 eV

Cartesian coordinates (Å):
1 C 0.06806 -0.10671 -1.29807
2 C 1.44382 0.60368 -1.09551
3 O -2.41246 -2.69633 -1.01731
4 O -3.50208 -0.78100 -2.33281
5 O -3.45964 -0.83362 0.28967
6 O 1.83078 0.88071 0.06693
7 O 2.05184 0.95890 -2.13894
8 P -3.07460 -1.36437 -1.03710
9 H 0.08410 -1.06215 -0.77011
10 H -0.13438 -0.09725 -2.27451
11 H -0.76595 0.40068 -0.89023
12 H 0.90138 0.35590 1.87530
13 H 0.20577 0.59944 1.71136

Force components x, y, z for each atom (eV/Å):
C 2.0 -0.1 3.4
C 0.1 1.3 0.1
O 0.2 0.0 -0.4
O 0.0 0.4 0.2
O -0.2 0.9 0.0
O 0.1 -0.5 -0.2
O -0.2 -0.5 -0.4
P -0.3 -1.5 0.2
H 0.0 -0.2 -0.5
H -0.5 -0.9 -4.0
H -0.6 1.1 1.1
H -0.6 0.1 0.1
H 0.1 -0.2 0.6

---

[12]
# C2H5OP

C2H5OP as an isolated structure in a non-equilibrium geometry (ωB97M-V/def2-TZVPD, the OMol25 dataset).

E_tot ... -495.68990 a.u.
Relative energy (zero: lowest compared OMol25 entry of this formula, charge and spin) ... 2.4661 eV

Cartesian coordinates (Å):
1 C -0.35599 0.92049 0.21794
2 C 0.48669 -0.11795 -0.54171
3 O 1.35882 -0.82583 0.15979
4 P -1.75393 -0.47789 -0.12232
5 H -0.15043 0.91968 1.25893
6 H -0.40132 1.87144 -0.31756
7 H 0.46414 -0.02415 -1.59212
8 H 2.11005 -1.41343 -0.31799
9 H -1.75803 -0.85238 1.25502

Force components x, y, z for each atom (eV/Å):
C 0.6 -2.2 -2.4
C -3.9 1.1 2.5
O 3.7 -2.3 -0.6
P 2.0 1.4 -0.4
H 0.3 0.4 0.7
H -0.4 -0.2 0.4
H 0.5 -0.2 -1.1
H -3.2 2.2 1.0
H 0.4 -0.2 -0.3